(1)
41
Properties=species:S:1:pos:R:3:forces:R:3:lowdin_charge:R:1 method="wB97M-V/def2-TZVPD" largest_force_ev_per_a=0.7 homo_energy_ev=-16.423 total_charge=+2 gap_ha=0.308
Rh 0.19400 -1.41800 0.42284 0.3 -0.6 0.2 1.07
C -0.22900 -3.16055 1.68043 0.0 0.4 0.0 -0.07
C -0.08336 -3.49788 0.29454 0.3 -0.2 0.1 -0.12
C 1.27590 -3.20599 -0.08890 -0.3 0.0 0.0 -0.11
C 1.90713 -2.62169 1.03199 0.0 -0.1 0.0 -0.08
C 0.97250 -2.56513 2.12492 0.0 -0.1 -0.2 -0.09
H -1.13147 -3.28321 2.26175 0.0 0.0 0.0 0.14
H -0.84532 -3.98277 -0.29780 0.1 0.0 -0.1 0.14
H 1.71615 -3.37806 -1.05781 0.1 0.0 0.0 0.14
H 2.90450 -2.20670 1.04424 0.0 0.0 0.0 0.14
H 1.16795 -2.13883 3.09506 0.0 0.0 0.0 0.14
N 1.08233 3.02302 -0.93006 0.0 0.0 -0.1 0.24
C 0.15298 1.84687 -0.79575 0.1 0.0 0.0 -0.31
C -0.91349 2.15549 0.24295 -0.1 0.1 0.0 -0.07
C -1.89325 0.99527 0.43381 0.0 0.0 0.0 -0.30
N -1.28721 -0.11362 1.23651 0.0 0.2 0.0 0.01
C -2.42971 0.47721 -0.89921 0.1 -0.1 0.0 -0.09
C -1.34550 0.21517 -1.94262 0.0 0.0 0.0 -0.31
N -0.56262 -1.01397 -1.57615 0.0 0.3 0.0 0.02
C -0.44198 1.43222 -2.12667 0.0 0.1 0.0 -0.08
H 1.67617 3.02654 -0.07586 0.0 0.0 0.0 0.12
H 0.59346 3.91484 -1.02858 0.0 0.0 0.0 0.18
H 1.70990 2.91815 -1.72990 0.0 0.0 0.0 0.18
H 0.81899 1.06060 -0.45000 -0.1 0.0 0.0 0.08
H -1.50712 3.01109 -0.09725 0.0 0.0 0.0 0.15
H -0.46003 2.43527 1.19707 0.0 0.0 0.0 0.14
H -2.73171 1.37433 1.02029 0.0 0.0 0.0 0.16
H -2.05493 -0.67177 1.60132 0.0 -0.1 0.0 0.12
H -0.82769 0.29205 2.05411 0.1 0.0 0.0 0.10
H -3.11633 1.22259 -1.30394 0.0 0.0 0.0 0.14
H -3.02990 -0.42387 -0.74218 0.0 0.0 0.0 0.13
H -1.82211 0.00806 -2.90188 0.0 0.0 0.0 0.16
H 0.19013 -1.14380 -2.24999 0.0 0.1 0.0 0.12
H -1.19521 -1.79430 -1.73799 0.1 -0.1 0.0 0.11
H -1.05843 2.23385 -2.54478 0.0 0.0 0.0 0.15
H 0.34059 1.21535 -2.85967 0.0 0.0 0.0 0.14
O 2.39823 0.04011 0.27171 -0.4 0.0 0.0 -0.40
Cl 2.48277 0.76026 1.56803 0.0 0.1 0.0 0.72
O 2.29877 2.17316 1.30527 0.1 0.0 0.1 -0.33
O 3.71831 0.49907 2.18710 0.0 0.0 0.0 -0.22
O 1.36560 0.28958 2.36303 0.0 0.2 0.1 -0.37


(2)
23
Properties=species:S:1:pos:R:3:forces:R:3:lowdin_charge:R:1 method="wB97M-V/def2-TZVPD" largest_force_ev_per_a=4.6 smiles=N[C@H](c1cc[nH]c1)c1[nH]c(Br)c[nH+]1 homo_energy_ev=-12.001 total_charge=+1 gap_ha=0.345
C -1.15822 -0.39697 1.55460 -0.9 0.0 -1.2 -0.01
C -2.31866 -1.10278 1.70112 -0.1 0.1 0.3 -0.11
C -2.44074 -0.19119 -0.30203 0.9 0.7 -1.2 -0.10
C 2.60846 -1.36350 -0.80719 2.0 0.2 0.1 -0.05
C -1.26597 0.19916 0.23550 1.7 -0.2 0.6 -0.22
C 3.14928 -0.29719 -0.09596 -2.4 -1.1 -1.3 -0.74
C 1.05004 0.17257 -0.65096 -0.7 -1.0 0.8 -0.27
C -0.22213 0.88857 -0.61248 -1.8 0.6 -2.1 -0.27
N -3.06050 -1.02579 0.57479 -2.0 1.5 -2.8 0.04
N 2.11042 0.63898 -0.03860 2.1 0.8 0.2 0.12
N 1.26671 -1.06864 -1.05582 1.0 -0.4 -0.9 0.17
N 0.17582 2.22319 -0.23207 0.8 1.9 -4.1 0.06
Br 4.69117 -0.11572 0.84271 0.7 0.2 0.1 0.89
H -0.39171 -0.35185 2.28586 0.6 0.1 0.3 0.10
H -2.72302 -1.65355 2.49715 -0.1 -0.6 1.1 0.11
H -2.72643 0.20425 -1.29566 -0.6 -1.0 0.8 0.14
H 3.24583 -2.11958 -1.32524 -1.3 0.3 0.9 0.15
H -0.63344 0.81888 -1.74613 0.8 0.6 2.4 0.20
H -4.06029 -1.05368 0.31391 0.7 -1.0 1.6 0.18
H 2.22276 1.66166 0.16664 -0.6 -1.4 0.1 0.19
H 0.58478 -1.66577 -1.54878 0.6 0.6 0.5 0.20
H -0.17339 2.65538 0.54799 -1.5 0.5 2.4 0.06
H 0.06923 2.94357 -1.00936 0.2 -1.5 1.3 0.14


(3)
28
Properties=species:S:1:pos:R:3:forces:R:3:lowdin_charge:R:1 method="wB97M-V/def2-TZVPD" largest_force_ev_per_a=8.3 homo_energy_ev=-8.655 total_charge=0 gap_ha=0.351
C 1.91909 -1.02982 0.58857 3.5 -2.5 3.0 -0.24
C 2.02767 1.35013 0.39024 1.8 0.9 -0.9 -0.11
C 0.69084 -1.14769 -0.25214 -0.6 -1.4 -6.1 -0.27
C 0.47462 1.33338 0.65055 0.3 0.9 3.7 -0.20
C 2.85087 0.23731 0.56293 -8.0 2.0 -1.2 -0.06
C -0.81130 -1.25334 0.17178 -0.4 -0.5 -1.2 -0.49
C -0.75649 1.53627 -0.35126 0.1 -1.9 0.4 -0.43
C -1.41387 -2.68309 -0.15243 -1.0 0.4 1.9 -0.13
C -1.50427 2.86257 -0.56434 1.2 0.8 -0.9 -0.13
P -2.11570 0.08032 -0.32111 4.0 0.3 -0.2 0.38
S -3.68639 -0.11517 0.73321 -0.8 0.3 0.5 0.19
H 1.60269 -1.17939 1.68588 0.6 0.0 -1.3 0.13
H 2.68178 -1.93947 0.38924 -2.0 1.7 0.4 0.14
H -2.40234 0.08735 -1.73878 0.4 -0.2 0.7 0.03
H 2.48357 2.39324 0.12831 -0.8 -1.9 0.7 0.12
H 0.86651 -0.46171 -1.19738 -0.6 -0.8 1.9 0.14
H 0.70572 -2.13657 -0.90086 0.9 1.6 1.5 0.11
H 0.42295 0.40914 1.29273 -0.7 1.0 -1.0 0.07
H 0.40608 2.07470 1.55181 -0.2 -0.6 -1.7 0.14
H 3.86890 0.28175 0.57056 2.5 -0.2 0.0 0.05
H -0.88218 -1.15190 1.22838 -0.1 0.3 1.0 0.07
H -0.30118 1.09344 -1.22666 -0.2 0.6 -1.0 0.06
H -1.47839 -3.21370 0.91685 0.0 0.6 -2.7 0.12
H -0.76961 -3.25527 -0.86639 -0.9 0.4 0.6 0.06
H -2.47990 -2.48649 -0.54159 1.6 -1.0 0.6 0.05
H -1.19570 3.60344 0.18550 0.1 -0.1 -0.2 0.06
H -2.57001 2.67838 -0.33730 0.3 0.5 -0.8 0.04
H -1.24215 3.33512 -1.62172 -1.0 -1.0 2.2 0.12


Repeat the second record exactly.
23
Properties=species:S:1:pos:R:3:forces:R:3:lowdin_charge:R:1 method="wB97M-V/def2-TZVPD" largest_force_ev_per_a=4.6 smiles=N[C@H](c1cc[nH]c1)c1[nH]c(Br)c[nH+]1 homo_energy_ev=-12.001 total_charge=+1 gap_ha=0.345
C -1.15822 -0.39697 1.55460 -0.9 0.0 -1.2 -0.01
C -2.31866 -1.10278 1.70112 -0.1 0.1 0.3 -0.11
C -2.44074 -0.19119 -0.30203 0.9 0.7 -1.2 -0.10
C 2.60846 -1.36350 -0.80719 2.0 0.2 0.1 -0.05
C -1.26597 0.19916 0.23550 1.7 -0.2 0.6 -0.22
C 3.14928 -0.29719 -0.09596 -2.4 -1.1 -1.3 -0.74
C 1.05004 0.17257 -0.65096 -0.7 -1.0 0.8 -0.27
C -0.22213 0.88857 -0.61248 -1.8 0.6 -2.1 -0.27
N -3.06050 -1.02579 0.57479 -2.0 1.5 -2.8 0.04
N 2.11042 0.63898 -0.03860 2.1 0.8 0.2 0.12
N 1.26671 -1.06864 -1.05582 1.0 -0.4 -0.9 0.17
N 0.17582 2.22319 -0.23207 0.8 1.9 -4.1 0.06
Br 4.69117 -0.11572 0.84271 0.7 0.2 0.1 0.89
H -0.39171 -0.35185 2.28586 0.6 0.1 0.3 0.10
H -2.72302 -1.65355 2.49715 -0.1 -0.6 1.1 0.11
H -2.72643 0.20425 -1.29566 -0.6 -1.0 0.8 0.14
H 3.24583 -2.11958 -1.32524 -1.3 0.3 0.9 0.15
H -0.63344 0.81888 -1.74613 0.8 0.6 2.4 0.20
H -4.06029 -1.05368 0.31391 0.7 -1.0 1.6 0.18
H 2.22276 1.66166 0.16664 -0.6 -1.4 0.1 0.19
H 0.58478 -1.66577 -1.54878 0.6 0.6 0.5 0.20
H -0.17339 2.65538 0.54799 -1.5 0.5 2.4 0.06
H 0.06923 2.94357 -1.00936 0.2 -1.5 1.3 0.14